No. 1
Density functional theory data (the ωB97M-V functional and the def2-TZVPD basis) for a structure of composition C47H35KN10O8S6 at a distorted geometry.

gap between HOMO and LUMO = 5.721 eV
charge = -2

Last column: Löwdin charge in e.
Atoms and positions in Å:
K 0.591 0.554 0.061  0.77
O -0.381 6.414 2.335  0.03
C 0.109 5.275 1.743  -0.30
C -0.218 4.931 0.441  0.05
C 0.313 3.753 -0.068  -0.18
N 1.108 2.969 0.656  0.08
C 1.403 3.298 1.915  -0.17
C 0.942 4.462 2.501  0.04
C 2.242 2.262 2.677  -0.59
O 2.690 2.569 3.793  -0.01
O 2.372 1.164 2.050  -0.15
C 0.024 3.261 -1.505  -0.66
O 0.121 4.130 -2.392  -0.03
O -0.251 2.032 -1.580  -0.18
H -0.962 6.845 1.700  0.09
H -0.857 5.552 -0.178  0.12
H 1.205 4.705 3.522  0.12
N 3.968 -0.876 1.913  0.11
C 3.579 -1.928 1.159  -0.67
N 2.351 -2.233 0.848  0.11
C 2.298 -3.391 0.088  -0.34
C 3.495 -3.967 -0.182  -0.40
S 4.775 -3.068 0.542  0.98
C 1.024 -3.933 -0.433  -0.35
C 0.949 -5.095 -1.123  -0.40
S -0.666 -5.373 -1.661  0.99
C -1.152 -3.879 -0.864  -0.69
N -0.172 -3.250 -0.275  0.09
N -2.438 -3.485 -0.954  0.09
H 3.301 -0.089 2.060  0.03
H 4.943 -0.642 1.905  0.08
H 3.708 -4.847 -0.769  0.05
H 1.733 -5.798 -1.358  0.06
H -3.099 -4.095 -1.400  0.08
H -2.886 -2.822 -0.319  0.00
O 6.745 2.062 -4.953  0.06
N 5.776 1.559 -5.491  -0.34
O 5.673 1.435 -6.698  0.05
C 4.684 1.050 -4.633  -0.07
C 3.823 0.207 -5.234  0.06
C 2.754 -0.395 -4.515  -0.14
C 1.820 -1.246 -5.135  -0.01
C 0.799 -1.762 -4.390  -0.03
C 0.739 -1.439 -3.021  -0.09
N 1.619 -0.673 -2.412  0.13
C 2.609 -0.136 -3.147  -0.13
C 3.534 0.785 -2.497  -0.13
N 3.324 1.019 -1.190  0.15
C 4.052 1.922 -0.577  -0.09
C 5.053 2.650 -1.237  -0.03
C 5.316 2.390 -2.554  -0.01
C 4.555 1.416 -3.237  -0.06
H 3.955 -0.019 -6.283  0.13
H 1.917 -1.462 -6.193  0.11
H 0.044 -2.404 -4.826  0.11
H -0.068 -1.821 -2.405  0.10
H 3.823 2.074 0.475  0.10
H 5.609 3.412 -0.706  0.10
H 6.090 2.932 -3.069  0.10
O -0.510 -0.323 1.848  -0.67
S -1.301 -1.502 2.317  0.95
C -0.160 -2.613 3.195  -0.28
C 0.552 -2.003 4.366  -0.27
C 0.443 -2.554 5.642  -0.07
C 1.113 -1.979 6.718  -0.11
C 1.894 -0.844 6.525  -0.10
C 2.007 -0.287 5.255  -0.05
C 1.344 -0.868 4.183  -0.03
C -2.279 -0.954 3.811  -0.24
C -2.101 0.504 4.106  -0.27
C -2.688 1.456 3.273  -0.04
C -2.498 2.808 3.512  -0.08
C -1.719 3.225 4.585  -0.10
C -1.127 2.283 5.413  -0.07
C -1.318 0.928 5.173  -0.04
H 0.546 -2.891 2.412  0.06
H -0.772 -3.478 3.464  0.10
H -0.174 -3.434 5.797  0.10
H 1.023 -2.420 7.704  0.09
H 2.414 -0.396 7.366  0.09
H 2.588 0.613 5.075  0.09
H 1.426 -0.420 3.199  0.08
H -1.989 -1.578 4.656  0.08
H -3.310 -1.165 3.529  0.08
H -3.282 1.127 2.426  0.12
H -2.942 3.538 2.845  0.10
H -1.556 4.283 4.758  0.10
H -0.490 2.598 6.231  0.10
H -0.839 0.193 5.812  0.10
S -8.748 0.427 -2.661  0.48
C -7.499 -0.470 -1.999  -1.13
S -7.452 -0.940 -0.337  0.92
C -5.878 -1.731 -0.532  -1.20
N -5.452 -1.621 -1.753  -0.01
N -6.351 -0.915 -2.558  -0.16
C -5.886 -0.694 -3.890  -0.21
C -4.529 -0.434 -4.063  -0.01
C -4.024 -0.226 -5.336  -0.08
C -4.861 -0.282 -6.444  -0.11
C -6.210 -0.554 -6.262  -0.10
C -6.728 -0.764 -4.991  -0.05
S -5.108 -2.516 0.768  0.41
H -3.888 -0.385 -3.194  0.11
H -2.968 -0.013 -5.459  0.10
H -4.467 -0.107 -7.437  0.09
H -6.874 -0.607 -7.117  0.09
H -7.777 -0.975 -4.854  0.07


No. 2
Density functional theory data (the ωB97M-V functional and the def2-TZVPD basis) for a structure of composition C47H36AsCsN7O2Se at a distorted geometry.

gap between HOMO and LUMO = 5.326 eV
charge = -1

Last column: Löwdin charge in e.
Atoms and positions in Å:
Cs -0.119 0.249 -0.186  1.45
O -1.447 -1.213 1.193  -0.52
C -1.967 -2.394 1.113  -0.41
C -2.270 -3.153 2.284  -0.03
C -2.886 -4.388 2.240  -0.13
C -3.248 -4.964 1.020  -0.14
C -2.948 -4.265 -0.137  -0.09
C -2.301 -3.026 -0.136  -0.15
C -1.994 -2.451 -1.462  -0.13
N -1.097 -1.574 -1.666  -0.23
N -0.828 -1.212 -2.971  0.02
C -0.274 -0.043 -3.224  -0.55
O -0.044 0.950 -2.455  -0.44
C 0.140 0.078 -4.686  -0.14
C 0.773 1.250 -5.084  -0.04
C 1.179 1.437 -6.403  -0.10
C 0.957 0.444 -7.345  -0.12
C 0.327 -0.735 -6.955  -0.10
C -0.079 -0.918 -5.639  -0.04
H -2.017 -2.704 3.240  0.09
H -3.103 -4.908 3.168  0.09
H -3.741 -5.927 0.977  0.08
H -3.209 -4.694 -1.102  0.10
H -2.547 -2.863 -2.316  0.11
H 0.936 2.016 -4.338  0.08
H 1.666 2.362 -6.693  0.09
H 1.271 0.584 -8.374  0.09
H 0.149 -1.518 -7.683  0.09
H -0.573 -1.826 -5.319  0.10
C 4.316 -2.759 -0.040  -0.06
C 5.214 -1.967 -0.734  -0.07
C 5.023 -0.595 -0.764  -0.02
C 3.933 -0.054 -0.093  -0.21
N 3.065 -0.817 0.577  0.11
C 3.255 -2.134 0.598  -0.12
C 3.636 1.420 -0.103  -0.21
C 4.574 2.377 -0.471  -0.02
C 4.211 3.718 -0.446  -0.07
C 2.924 4.062 -0.070  -0.08
C 2.056 3.033 0.270  -0.17
N 2.402 1.754 0.268  0.03
H 4.422 -3.835 -0.005  0.10
H 6.051 -2.411 -1.260  0.10
H 5.698 0.035 -1.328  0.10
H 2.513 -2.713 1.140  0.12
H 5.579 2.093 -0.754  0.10
H 4.931 4.480 -0.719  0.10
H 2.594 5.093 -0.028  0.10
H 1.028 3.256 0.549  0.06
C -6.169 1.283 2.598  -0.10
C -5.393 0.427 1.828  -0.08
C -4.032 0.672 1.669  -0.12
C -3.437 1.776 2.278  -0.36
C -4.217 2.612 3.074  -0.11
C -5.576 2.374 3.226  -0.09
As -1.487 1.938 2.061  1.25
C -1.131 1.411 3.938  -0.35
C -1.100 2.266 5.038  -0.11
C -0.923 1.758 6.321  -0.10
C -0.780 0.390 6.519  -0.11
C -0.809 -0.468 5.425  -0.09
C -0.977 0.038 4.142  -0.10
C -1.244 3.879 2.288  -0.40
C -2.143 4.826 1.799  -0.13
C -1.835 6.181 1.822  -0.09
C -0.614 6.614 2.321  -0.11
C 0.300 5.681 2.796  -0.10
C -0.015 4.328 2.774  -0.15
H -7.228 1.093 2.723  0.09
H -5.839 -0.441 1.357  0.10
H -3.414 -0.016 1.097  0.08
H -3.761 3.449 3.587  0.10
H -6.173 3.033 3.845  0.09
H -1.225 3.333 4.906  0.09
H -0.904 2.435 7.168  0.09
H -0.649 -0.005 7.519  0.09
H -0.699 -1.537 5.569  0.10
H -0.996 -0.624 3.278  0.07
H -3.082 4.499 1.374  0.09
H -2.548 6.900 1.434  0.10
H -0.372 7.670 2.332  0.09
H 1.258 6.005 3.183  0.10
H 0.709 3.610 3.142  0.10
Se 0.313 4.761 -2.501  1.11
N -0.731 4.034 -3.723  -0.22
C -1.632 3.363 -3.045  -0.41
C -2.640 2.530 -3.635  0.00
C -3.509 1.933 -2.800  -0.03
C -3.421 2.152 -1.374  -0.11
N -2.528 2.869 -0.774  0.12
C -1.594 3.472 -1.594  -0.45
N -0.621 4.211 -1.107  -0.19
H -2.663 2.384 -4.707  0.12
H -4.278 1.273 -3.180  0.11
H -4.155 1.678 -0.726  0.10


Record order is preserved below.
Total energy: -5950.7833, -7003.7268 Eh
Record order is preserved below.
Energy above the lowest of the compared OMol25 structures with the same formula, charge and spin: 57.7, 67.9 kJ/mol